(1)
Molecular formula: C30H79BMnO15
Method: DFT, wB97M-V/def2-TZVPD

```
126
Properties=species:S:1:pos:R:3:forces:R:3:lowdin_spin:R:1
C -43.323 -27.613 10.323 1.088 0.399 0.815 0.01
C -48.393 -20.046 21.017 -0.603 -0.484 -0.703 0.00
C -44.679 -28.499 17.086 -0.459 -0.453 -0.503 0.00
O -41.053 -30.923 13.731 -0.505 -0.551 -1.135 0.00
O -43.008 -25.174 13.202 -0.049 0.408 -1.052 0.09
H -49.090 -21.275 13.927 -0.350 -0.035 -0.505 0.00
H -40.530 -25.324 9.640 3.249 -0.781 -1.412 0.01
H -47.058 -23.657 12.590 0.246 -0.345 0.002 0.00
O -39.047 -20.642 17.793 0.577 1.699 0.137 0.00
H -42.936 -30.096 15.871 0.517 0.163 0.141 0.00
O -46.157 -23.238 19.485 0.038 -0.507 -0.436 0.00
C -39.974 -27.116 19.862 0.297 0.926 0.393 0.00
H -39.465 -30.020 17.519 -0.093 -0.206 0.680 0.00
C -39.809 -21.572 18.565 0.371 0.953 -0.696 0.00
C -45.078 -24.111 19.309 -0.008 -0.578 0.348 0.00
C -43.435 -25.689 14.420 -0.860 0.801 -1.463 0.01
H -42.974 -31.786 18.478 -0.264 0.043 -0.037 0.00
H -49.012 -18.980 14.857 -0.147 -0.034 -0.255 0.00
H -40.890 -25.598 16.994 0.482 0.212 0.202 0.00
H -40.793 -32.194 10.452 0.304 -0.073 0.111 0.00
H -38.095 -19.891 19.507 -0.363 0.264 0.296 0.00
H -42.261 -25.241 9.373 -3.136 -0.628 -2.975 0.02
C -40.643 -22.408 17.608 0.243 -0.312 -0.345 0.00
H -49.362 -20.312 20.595 -0.228 -0.403 -0.128 0.00
C -42.517 -22.415 16.159 1.128 -0.499 0.115 0.00
H -46.859 -22.788 11.075 -0.034 -0.531 -0.567 0.00
H -41.384 -34.341 12.278 0.605 -0.143 -0.499 0.00
H -45.034 -27.761 17.805 0.637 -0.194 0.544 0.00
H -38.167 -28.298 19.672 0.137 -0.276 -0.040 0.00
Mn -43.244 -24.614 11.170 0.467 -0.103 2.608 4.65
H -42.138 -32.330 17.052 0.101 0.084 -0.490 0.00
H -40.811 -27.814 19.838 0.258 -0.530 -0.455 0.00
O -41.342 -30.744 18.134 1.875 0.458 -1.083 0.00
H -41.541 -27.059 17.616 -0.253 -0.286 0.278 0.00
O -47.385 -20.981 20.606 -0.602 0.044 0.267 0.00
O -44.117 -26.379 10.484 -0.300 -3.129 -0.858 0.05
H -39.982 -32.402 12.888 -0.354 -0.365 0.132 0.00
C -45.353 -26.720 11.094 -1.861 2.522 -1.083 0.00
H -40.730 -29.351 16.641 -0.565 -0.233 -0.367 0.00
H -41.865 -34.327 10.453 0.630 -0.069 0.110 0.00
H -44.107 -23.653 19.494 0.111 0.292 -0.065 0.00
O -43.868 -29.501 17.643 0.674 0.723 1.149 0.00
C -46.190 -25.375 10.903 0.913 -2.104 0.820 0.00
H -46.280 -22.085 17.669 0.136 -0.830 -0.301 0.00
H -43.432 -26.779 14.389 0.059 -0.523 0.080 0.00
H -47.097 -25.501 11.494 -0.148 0.202 -0.061 0.00
H -43.092 -27.886 11.353 0.120 -0.380 -0.075 0.00
H -41.672 -25.658 10.972 -0.181 -2.494 3.332 0.02
H -43.737 -28.464 9.782 -1.114 0.478 0.045 0.00
H -41.728 -25.548 18.553 -0.162 0.027 0.133 0.00
C -40.485 -31.508 12.521 1.065 -0.781 1.323 0.00
H -48.324 -21.813 18.850 -0.173 -0.183 0.383 0.00
H -42.377 -27.433 9.814 -0.256 0.672 0.156 0.00
O -41.569 -21.622 16.863 -0.171 0.383 0.532 0.00
C -41.054 -26.135 17.929 0.211 -0.438 0.130 0.00
H -39.258 -18.704 18.649 -0.719 -0.468 0.830 0.00
H -38.914 -28.392 21.304 -0.472 -0.361 -0.238 0.00
O -39.824 -26.401 18.590 0.254 -0.827 0.952 0.00
H -40.167 -31.071 16.368 -0.619 -0.052 -0.238 0.00
H -44.200 -31.090 16.463 -0.196 -0.458 -0.245 0.00
C -40.428 -30.297 17.090 0.323 0.138 1.134 0.00
C -38.683 -27.746 20.457 0.003 0.996 -0.812 0.00
O -49.119 -22.352 15.660 -0.191 1.033 0.655 0.00
H -40.431 -21.011 19.263 -0.192 -0.173 0.216 0.00
H -45.612 -28.937 16.733 -0.151 -0.179 -0.524 0.00
H -47.562 -19.986 15.061 0.140 0.352 0.300 0.00
H -45.787 -22.460 12.337 0.439 -0.393 0.238 0.00
H -42.074 -29.415 12.758 0.013 0.382 0.032 0.00
O -37.797 -26.742 20.990 -0.182 -0.455 0.257 0.00
H -41.484 -24.021 10.359 0.051 4.589 1.212 0.02
C -46.319 -23.293 11.877 0.388 1.266 0.277 0.01
H -50.437 -20.933 15.060 -0.001 -0.309 -0.110 0.00
H -39.030 -22.140 19.074 -0.578 -0.700 0.446 0.00
H -47.778 -23.500 14.656 0.147 -0.136 -0.288 0.00
C -48.597 -19.846 15.372 -0.455 -1.242 1.442 0.00
C -36.530 -27.331 21.326 -0.653 0.675 -0.254 0.00
H -43.299 -21.854 15.646 0.211 0.503 0.420 0.00
C -42.083 -34.066 11.488 -1.507 0.288 0.778 0.00
C -49.890 -19.410 17.427 0.625 -2.200 -0.742 0.00
H -41.964 -22.951 15.388 -0.190 -0.418 -0.215 0.00
H -45.904 -27.488 10.551 0.287 -0.199 -0.226 0.00
C -49.370 -21.134 14.971 0.283 0.332 -0.293 0.00
H -44.913 -24.160 14.898 0.162 0.253 -0.246 0.00
H -40.273 -26.423 20.649 -0.165 0.612 -0.079 0.00
H -41.715 -29.098 14.497 -0.297 -0.412 -0.028 0.00
H -45.214 -24.903 20.045 0.062 0.044 0.115 0.00
H -50.359 -20.381 17.271 -0.696 -0.028 0.458 0.00
H -37.760 -18.946 18.072 0.435 -0.868 -0.594 0.00
O -45.404 -24.310 11.440 -1.474 0.615 0.014 0.04
H -45.053 -25.623 15.772 -0.666 -0.349 0.004 0.00
H -45.332 -27.006 12.146 0.650 0.188 0.090 0.00
H -48.573 -20.003 22.091 0.690 -0.510 0.085 0.00
C -46.165 -22.049 18.753 -0.943 0.615 0.986 0.00
C -44.864 -25.241 14.769 0.737 0.257 0.704 0.00
H -39.959 -22.961 16.965 0.303 0.308 -0.635 0.00
H -43.005 -34.584 11.755 -0.010 -0.237 -0.117 0.00
H -45.066 -24.621 18.346 -0.029 0.222 -0.444 0.00
C -42.431 -31.434 17.601 -0.747 0.903 0.290 0.00
C -47.421 -21.313 19.199 1.147 1.927 0.477 0.00
O -48.599 -19.639 16.789 -0.133 1.364 -0.144 0.00
H -42.785 -25.396 15.245 0.285 0.144 0.228 0.00
C -38.535 -19.517 18.583 -0.264 -0.727 -1.115 0.00
O -42.450 -32.700 11.610 0.634 0.656 -0.540 0.00
C -41.368 -31.829 11.303 -0.288 1.046 1.481 0.00
H -49.726 -19.301 18.499 0.185 0.294 -0.265 0.00
H -45.267 -21.454 18.923 0.178 0.103 0.341 0.00
B -41.475 -25.066 10.092 0.866 -0.343 -0.634 0.07
H -47.056 -22.096 15.419 0.143 -0.025 0.415 0.00
H -39.615 -30.910 12.251 -0.130 0.520 -0.550 0.00
C -47.813 -22.871 15.545 -0.450 -0.298 -0.624 0.00
C -41.356 -29.542 13.569 0.798 -0.433 -0.017 0.00
H -44.193 -27.952 16.277 0.147 -0.058 -0.209 0.00
H -42.954 -23.126 16.859 -0.338 -0.217 -0.065 0.00
C -43.347 -30.499 16.796 -1.164 -0.624 -0.151 0.00
H -45.615 -25.513 14.027 0.003 -0.328 0.115 0.00
H -41.127 -23.253 18.098 -0.487 0.242 0.661 0.00
H -36.049 -27.487 20.360 0.628 -0.371 0.315 0.00
H -47.325 -20.350 18.698 -0.474 0.080 -0.469 0.00
H -36.593 -28.228 21.942 -0.417 -0.493 -0.369 0.00
H -47.639 -23.544 16.385 0.190 0.369 0.136 0.00
H -50.593 -18.676 17.032 0.641 0.558 -0.314 0.00
H -41.717 -30.826 11.058 -0.845 -0.219 -0.586 0.00
H -35.970 -26.667 21.985 -0.057 0.500 -0.485 0.00
H -46.437 -25.167 9.862 0.080 -0.159 -0.064 0.00
H -40.399 -29.051 13.391 -0.084 0.489 -0.533 0.00
H -48.283 -19.008 20.703 0.839 0.137 -0.318 0.00
```
Forces are in eV/Å.

- LUMO energy (alpha / beta) (Eh) = 0.001 / -0.008
- orbital gap (alpha / beta) (eV) = 8.23 / 7.97
- 2S+1 = 6
- ⟨S²⟩ = 8.75

(2)
Molecular formula: C36H70BN12
Method: DFT, wB97M-V/def2-TZVPD

```
119
Properties=species:S:1:pos:R:3:forces:R:3:lowdin_charge:R:1
H -0.426 -8.319 -0.816 0.082 0.303 0.082 0.13
H -3.977 -1.055 6.656 -0.699 0.110 -0.207 0.11
N 3.154 -0.617 3.252 -0.646 -0.741 0.804 -0.09
N -0.599 -4.430 -1.167 0.396 -1.001 -0.389 -0.08
C -6.463 -2.163 1.227 0.216 0.010 0.353 -0.05
H -4.143 -1.490 -7.568 -0.270 -0.113 0.247 0.09
C 4.692 0.695 6.162 1.432 0.987 1.232 -0.17
H 2.905 4.744 -3.870 0.028 0.285 -0.009 0.14
H -2.069 0.183 -1.411 -0.053 -0.410 -0.454 0.05
H -3.217 4.590 0.807 0.112 -0.072 -0.381 0.09
H -1.805 -1.640 4.546 -0.094 0.245 0.028 0.14
C 5.509 3.442 -2.439 -0.817 1.471 -0.104 0.00
H -1.445 2.785 0.483 -0.089 -0.064 -0.394 0.08
H 3.292 1.306 -1.142 0.691 0.002 -0.339 0.07
H 4.154 -0.859 7.462 0.280 -0.251 0.576 0.09
H 4.259 -1.546 1.817 -0.155 -0.519 -0.058 0.11
C -1.164 -7.963 -1.532 -0.857 -0.656 0.106 -0.14
H 4.853 -1.413 4.248 -0.003 -0.021 0.355 0.18
C 3.992 -0.765 4.292 0.418 1.439 -1.223 0.02
C 0.988 4.970 0.239 0.115 -0.624 0.328 0.01
H 5.612 0.083 8.032 -0.110 -0.075 0.126 0.10
C 7.083 5.223 -1.824 0.513 1.072 0.804 0.03
N -2.759 0.528 -3.409 -0.363 -1.869 -0.020 -0.07
H 4.778 6.554 -2.646 0.108 0.085 -0.635 0.15
H -6.821 -1.174 1.512 -0.050 -0.147 0.478 0.09
C -4.555 -0.482 -7.579 -0.006 0.690 -0.127 -0.06
H 3.118 3.260 1.966 0.079 0.119 -0.090 0.13
C -2.957 -2.054 2.735 -0.251 1.606 -0.366 0.00
C 5.096 -0.382 7.199 -0.521 0.408 -1.792 -0.03
H 5.536 1.151 5.632 0.254 -0.501 0.045 0.14
H -2.100 4.520 2.137 0.050 -0.408 -0.075 0.09
C 3.379 5.652 0.354 -0.477 0.768 0.195 0.03
C -3.615 0.524 -6.905 -0.155 -0.314 -1.152 -0.14
H 2.228 2.509 -1.793 -0.171 -0.124 0.071 0.07
C -1.367 -4.460 -2.301 -0.091 1.190 -0.130 -0.02
B -0.407 -0.099 0.716 0.103 -0.060 -0.323 -0.46
C -2.168 4.710 1.062 0.536 0.694 1.067 -0.05
H 7.051 6.273 -1.527 -0.573 -0.036 -0.083 0.11
C -4.869 -2.150 3.780 0.056 -0.346 0.988 0.03
H -5.895 -2.334 4.056 -0.084 0.112 -0.266 0.17
H -0.836 -0.858 -0.050 -0.732 -1.228 -0.705 -0.08
H 7.898 5.215 -2.545 -0.178 -0.633 -0.151 0.12
N 0.198 3.953 0.659 1.180 2.096 -0.633 -0.01
H 1.398 0.537 2.883 -0.077 -0.143 0.073 0.09
H 1.186 -3.603 -0.516 -0.098 -0.183 0.131 0.11
H -5.558 -0.364 -7.167 0.051 -0.563 0.292 0.09
H -3.358 -8.264 -1.823 0.143 0.211 -0.098 0.08
H -0.233 -2.851 0.212 -0.224 -0.127 -0.071 0.06
H -3.137 -2.549 6.526 0.029 0.032 -0.141 0.11
C 0.157 -3.287 -0.704 1.286 0.178 0.904 -0.01
H -1.390 -3.565 -2.900 -0.514 -0.116 -0.060 0.13
C -4.928 -2.241 1.244 -1.294 -0.276 -1.089 -0.17
H 2.133 0.863 -2.372 0.072 -0.058 0.022 0.08
H 5.760 -1.081 6.692 0.017 -0.271 0.377 0.08
H -6.846 -2.974 1.848 -0.268 0.308 0.250 0.09
H 0.075 -6.059 0.112 0.137 0.153 -0.029 0.18
C 3.202 -1.393 2.030 0.231 -0.356 -0.122 0.02
C -1.811 -5.711 -2.495 0.554 -1.120 -0.147 0.02
H -3.882 -1.046 -2.486 -0.163 -0.210 -0.160 0.13
H -1.163 0.782 0.696 -0.755 1.323 0.288 -0.06
C -1.222 3.829 0.264 -0.558 -0.571 0.800 -0.16
H -2.652 0.573 -7.413 0.009 -0.094 0.017 0.13
H -2.582 -9.577 -0.982 0.370 -0.037 -0.261 0.09
H -4.609 -1.439 -5.255 -0.139 -0.310 0.685 0.14
C -2.078 0.954 -2.181 -0.431 0.167 0.266 0.01
H 7.303 4.682 -0.906 0.271 -0.242 -0.243 0.11
C -3.959 -0.774 -4.706 -1.166 -0.405 -1.634 0.00
H 6.004 2.636 -1.924 0.356 -0.068 -0.425 0.18
C 2.637 0.923 4.711 -0.284 -0.320 -0.521 0.02
H -4.719 -0.245 -8.630 0.429 0.256 -0.005 0.10
H -0.785 -8.227 -2.519 -0.322 -0.295 -0.032 0.14
C -4.028 -2.025 6.168 1.046 -0.825 0.556 0.03
C -2.550 -8.498 -1.132 0.244 -0.154 0.254 -0.05
H 4.324 1.572 6.695 -0.840 -0.262 -0.180 0.13
N -4.326 -2.184 2.559 0.685 -0.137 1.755 -0.04
H -2.682 1.738 -1.726 0.453 0.477 -0.199 0.10
N 3.775 0.255 5.128 -1.113 -0.338 -0.070 -0.04
H -4.822 -2.707 6.457 -0.472 0.580 -0.017 0.12
H -2.293 -1.973 1.888 0.036 0.013 0.062 0.10
H -2.773 -8.086 -0.146 -0.192 0.126 -0.080 0.08
C -2.750 -1.730 4.037 1.319 -1.761 -0.071 -0.02
N 2.236 4.781 0.690 -0.206 0.089 -0.740 -0.07
H -1.032 1.182 -2.362 -0.136 0.425 -0.096 0.10
C 4.790 5.491 -2.825 -1.215 0.459 -0.968 -0.02
C -0.473 -5.703 -0.745 -0.518 0.090 -0.009 0.01
C 2.836 1.640 -2.072 -1.204 0.459 -0.017 -0.07
N -1.202 -6.496 -1.527 0.506 1.056 0.160 -0.05
N 4.322 3.376 -3.033 -0.274 -1.018 -0.565 -0.06
C 3.845 4.635 -3.361 1.190 -0.344 1.339 0.04
H 3.295 6.079 -0.643 -0.384 -0.389 -0.130 0.08
C -3.633 -0.574 -3.418 0.850 0.889 0.101 0.01
H -6.932 -2.337 0.259 0.622 -0.103 -0.258 0.09
H 4.327 5.126 0.397 -0.124 -0.153 0.384 0.10
H 0.685 5.834 -0.330 -0.125 -0.122 -0.129 0.18
N 5.808 4.753 -2.351 0.906 -1.246 0.794 -0.09
N -3.357 0.172 -5.505 1.076 0.690 2.475 -0.03
H -0.227 -0.556 1.769 -0.025 -0.641 1.401 -0.05
C 2.204 0.317 3.563 0.923 0.876 0.141 -0.01
H -4.044 1.524 -6.926 -0.073 -0.036 0.098 0.14
H 0.282 -2.469 -1.408 -0.672 -0.291 -0.416 0.09
H -4.666 -3.201 0.796 0.358 0.130 -0.057 0.13
N -3.904 -1.963 4.718 -1.387 0.636 -1.658 -0.08
C 3.655 2.067 -3.273 0.793 0.116 0.248 -0.14
H 0.636 0.170 0.267 1.426 0.731 -0.569 -0.05
C 2.252 3.633 1.448 -0.256 0.216 0.041 -0.01
H 3.035 2.164 -4.161 -0.040 0.099 0.030 0.13
H 2.629 -2.307 2.178 0.290 -0.119 -0.260 0.11
H -1.894 5.766 1.015 -0.173 0.030 -0.474 0.09
H 4.462 1.378 -3.518 -0.127 -0.126 -0.041 0.13
H -1.317 4.036 -0.799 0.257 -0.116 -0.068 0.12
C 0.985 3.155 1.440 -0.510 -1.010 0.244 -0.02
H -2.358 -6.181 -3.295 -0.121 0.183 -0.007 0.15
H 2.209 1.796 5.173 0.240 -0.138 0.439 0.14
H 3.330 6.519 1.012 0.455 -0.178 0.289 0.12
H 2.791 -0.840 1.187 -0.264 0.192 0.273 0.08
H 0.580 2.271 1.901 -0.052 -0.015 -0.117 0.10
C -2.597 0.905 -4.669 -0.088 0.831 -0.440 -0.02
H -2.001 1.756 -4.959 -0.001 -0.062 -0.128 0.17
H -4.491 -1.410 0.692 0.055 -0.154 -0.166 0.12
```
Forces are in eV/Å.

- LUMO energy (Eh) = -0.359
- orbital gap (eV) = 9.60
- net charge = +5

(3)
Molecular formula: C3H8NO2
Method: DFT, wB97M-V/def2-TZVPD

```
14
Properties=species:S:1:pos:R:3:forces:R:3:lowdin_charge:R:1
H 1.772 0.121 0.207 -0.396 -0.481 0.450 0.05
C -1.700 1.523 -1.007 2.800 0.281 0.444 -0.50
O -2.062 2.472 -1.728 -0.563 -0.810 0.426 -0.14
C 1.601 -0.882 0.649 1.063 -0.388 0.077 -0.13
H -0.663 0.412 0.473 0.804 -0.633 0.886 -0.03
H 0.046 -1.241 -0.777 -0.242 0.073 0.719 0.09
C 0.155 -1.356 0.339 0.936 1.387 -0.187 -0.41
H -2.302 0.629 -0.700 -0.414 0.567 -0.541 0.10
N -0.442 1.362 -0.457 -2.611 1.194 -1.301 -0.02
O -0.687 -0.526 1.089 -0.586 -0.327 -0.681 -0.24
H 0.064 2.238 -0.610 0.067 -0.349 0.095 0.04
H 2.428 -1.500 0.246 -0.443 -0.162 -0.221 0.04
H 1.835 -0.852 1.738 -0.586 0.160 -0.562 0.06
H -0.043 -2.399 0.540 0.169 -0.513 0.399 0.07
```
Forces are in eV/Å.

- LUMO energy (Eh) = 0.158
- orbital gap (eV) = 8.45
- net charge = -1

(4)
Molecular formula: C6H12O
Method: DFT, wB97M-V/def2-TZVPD

```
19
Properties=species:S:1:pos:R:3:forces:R:3:lowdin_charge:R:1
O 0.633 -1.722 -0.586 -0.127 -0.101 -0.067 -0.10
H -1.490 -1.675 -0.733 -0.111 -0.004 0.026 0.20
H -3.334 -0.026 0.108 0.153 0.070 -0.014 0.08
H -0.526 -0.535 -1.823 -0.025 -0.096 0.109 0.14
H 3.205 1.046 -0.134 -0.037 -0.089 -0.142 0.08
H 0.116 0.497 2.111 0.014 0.050 -0.136 0.08
C 1.557 -0.041 0.642 0.083 0.198 0.179 -0.23
H 2.800 -0.416 -1.078 -0.016 0.128 0.104 0.08
C 0.491 0.665 1.105 0.249 0.083 0.138 -0.08
C 2.386 0.424 -0.517 -0.006 0.029 0.011 -0.10
C -0.416 -1.066 -0.855 -0.036 0.287 0.018 -0.49
H -2.305 1.254 0.742 0.015 -0.117 -0.069 0.08
H 1.792 1.043 -1.200 0.077 -0.082 0.103 0.08
H 0.208 1.602 0.623 0.045 -0.167 0.077 0.08
C -2.358 0.457 -0.005 0.017 0.013 -0.070 -0.08
H 1.972 -0.843 1.247 -0.103 0.117 -0.110 0.11
H -1.215 -1.086 1.131 0.036 0.087 -0.126 0.13
H -2.300 0.923 -0.995 0.000 -0.106 0.136 0.09
C -1.216 -0.499 0.216 -0.226 -0.299 -0.167 -0.17
```
Forces are in eV/Å.

- LUMO energy (Eh) = 0.028
- orbital gap (eV) = 9.54